DFT (ωB97M-V/def2-TZVPD) results for a structure of composition C57H65FN4SbTl.

Structure (XYZ):
```
129
Properties=species:S:1:pos:R:3:forces:R:3:lowdin_charge:R:1
Tl -0.6323 1.0163 0.6533 0.4 -0.3 -0.1 1.0242
C -0.7493 5.1872 -4.2299 0.0 0.0 0.0 -0.0810
C 0.5399 4.5154 -3.7365 -0.1 0.0 0.1 -0.1881
C 0.4322 4.0444 -2.3186 0.0 0.0 0.0 -0.1276
C 0.8917 4.6659 -1.1925 0.1 0.0 -0.1 -0.1214
C 1.7060 5.9233 -1.1255 0.1 -0.1 0.0 -0.1866
C 3.2005 5.6471 -1.3352 -0.1 0.0 0.0 -0.0847
C 0.4962 3.8481 -0.0627 0.1 0.0 0.2 -0.2049
C 0.7250 4.1331 1.2935 0.0 -0.1 0.0 0.0808
C 0.3221 3.4241 2.4328 0.1 0.1 -0.2 -0.2107
C 0.6589 3.7356 3.8119 0.1 0.0 0.1 -0.1184
C 1.5239 4.8731 4.2651 0.0 -0.1 0.0 -0.1914
C 2.9897 4.4482 4.4241 0.0 0.0 0.0 -0.0818
C 0.1174 2.7503 4.5847 0.0 0.0 0.0 -0.1190
C -0.5606 1.8290 3.6843 -0.1 -0.2 0.1 -0.2075
C -1.1973 0.6299 4.0369 0.0 0.1 -0.1 0.0795
C -1.8260 -0.3161 3.2118 0.1 0.1 0.1 -0.2043
N -1.9013 -0.2480 1.8590 -0.2 0.2 0.0 0.0173
C -2.6183 -1.2994 1.3850 -0.1 -0.1 -0.2 -0.2178
C -2.9305 -1.5303 0.0408 0.1 0.1 0.0 0.0537
C -2.5853 -0.7825 -1.0971 0.0 -0.2 0.1 -0.2477
N -1.7975 0.3213 -1.0868 -0.1 0.3 0.2 0.0059
C -1.6563 0.7880 -2.3534 0.2 0.2 0.0 -0.2150
C -0.9194 1.9285 -2.7136 0.0 0.0 0.1 0.0804
C -0.2523 2.8406 -1.8906 0.0 -0.1 -0.2 -0.2161
N -0.1676 2.7640 -0.5380 -0.2 0.2 0.1 0.0244
C -2.4006 -0.0768 -3.2444 0.0 -0.1 -0.1 -0.1141
C -2.9709 -1.0547 -2.4696 0.0 0.0 0.0 -0.1106
C -3.8349 -2.2043 -2.9079 0.1 0.0 -0.1 -0.1743
C -3.2202 -3.0632 -4.0234 0.0 0.0 0.0 -0.0799
C -2.5298 0.1276 -4.7276 -0.1 0.0 0.1 -0.1855
C -3.9567 0.4817 -5.1627 0.0 0.0 0.0 -0.0780
C -3.0174 -2.1162 2.5166 0.0 0.0 0.0 -0.1193
C -2.5253 -1.5124 3.6400 -0.1 -0.1 0.0 -0.1195
C -2.6174 -2.0086 5.0517 0.1 -0.1 -0.1 -0.1892
C -1.4813 -2.9865 5.3813 0.0 0.0 0.0 -0.0808
C -3.8450 -3.3647 2.4333 0.0 0.1 0.0 -0.1886
C -5.3429 -3.0655 2.2916 0.0 0.0 0.0 -0.0837
N -0.4311 2.2993 2.4219 -0.2 0.0 -0.2 0.0195
C 0.1571 2.6286 6.0765 -0.1 0.1 0.0 -0.1898
C -1.1755 3.0136 6.7320 0.0 0.0 0.0 -0.0849
H -0.6545 5.4976 -5.2733 0.0 0.0 0.1 0.0723
H -0.9736 6.0721 -3.6296 0.0 0.0 0.0 0.0769
H -1.6017 4.5092 -4.1497 0.0 0.0 0.0 0.0685
H 1.3654 5.2258 -3.8179 0.0 0.0 0.0 0.1045
H 0.7915 3.6690 -4.3801 0.0 0.0 0.0 0.1046
H 1.5600 6.4148 -0.1631 0.0 0.0 0.0 0.1019
H 1.3531 6.6212 -1.8867 0.0 0.0 0.0 0.1091
H 3.5711 4.9508 -0.5792 0.0 0.0 0.0 0.0757
H 3.7852 6.5670 -1.2717 0.0 0.0 0.0 0.0714
H 3.3729 5.1966 -2.3149 0.0 0.0 0.0 0.0657
H 1.2974 5.0324 1.4850 0.0 0.0 0.0 0.1025
H 1.1465 5.2577 5.2153 0.0 0.0 0.0 0.1092
H 1.4634 5.6978 3.5526 -0.1 0.0 0.0 0.1014
H 3.0884 3.6850 5.1983 0.0 0.0 0.0 0.0716
H 3.6208 5.2972 4.6953 0.0 0.0 0.0 0.0710
H 3.3661 4.0211 3.4916 0.0 0.0 0.0 0.0775
H -1.1948 0.3959 5.0948 0.0 0.0 0.0 0.1055
H -3.5385 -2.4080 -0.1376 0.0 0.0 0.0 0.0991
H -0.8778 2.1522 -3.7728 0.0 0.0 0.0 0.1039
H -4.8073 -1.8271 -3.2339 0.0 0.0 0.0 0.1094
H -4.0379 -2.8437 -2.0482 0.0 0.0 0.0 0.0933
H -3.3169 -2.5881 -5.0013 0.0 0.0 0.1 0.0607
H -3.7232 -4.0299 -4.0810 0.0 0.0 0.0 0.0741
H -2.1591 -3.2437 -3.8383 0.0 0.0 0.0 0.0682
H -2.2002 -0.7733 -5.2470 0.0 0.0 0.0 0.0983
H -1.8563 0.9248 -5.0452 0.0 0.0 0.0 0.0972
H -4.6525 -0.3327 -4.9446 0.1 0.1 0.0 0.0617
H -3.9988 0.6797 -6.2360 0.0 0.0 0.1 0.0735
H -4.3098 1.3714 -4.6349 0.0 -0.1 0.0 0.0816
H -3.5813 -2.4981 5.2014 0.0 0.0 0.0 0.1080
H -2.5856 -1.1679 5.7466 0.0 0.0 0.0 0.1021
H -1.5592 -3.8872 4.7679 0.0 0.0 0.0 0.0706
H -1.5081 -3.2845 6.4314 0.0 0.0 0.0 0.0710
H -0.5096 -2.5320 5.1739 0.0 0.0 0.0 0.0776
H -3.6806 -3.9652 3.3304 0.0 0.0 0.0 0.1036
H -3.5086 -3.9693 1.5874 0.0 0.0 0.0 0.1085
H -5.7002 -2.4920 3.1491 0.0 0.0 0.0 0.0765
H -5.9241 -3.9883 2.2301 0.0 0.0 0.0 0.0718
H -5.5414 -2.4751 1.3943 0.0 0.0 0.0 0.0700
H 0.9474 3.2713 6.4686 0.0 0.0 0.0 0.1017
H 0.4224 1.6057 6.3541 0.0 0.0 0.0 0.1137
H -1.4182 4.0570 6.5196 0.0 0.0 0.0 0.0773
H -1.1305 2.8866 7.8157 0.0 0.0 0.0 0.0714
H -1.9930 2.4001 6.3486 0.0 0.0 0.0 0.0678
C -0.7784 -4.6936 -1.3382 0.1 0.0 -0.1 -0.0775
C 0.6255 -4.7189 -1.9119 0.1 0.1 0.0 -0.3026
C 1.0396 -5.8645 -2.6005 0.0 0.1 0.0 -0.0591
C 2.3207 -5.9743 -3.1185 0.0 0.0 0.0 -0.0908
C 3.2233 -4.9303 -2.9505 0.0 0.0 0.0 -0.0927
C 2.8233 -3.7877 -2.2735 -0.1 -0.1 0.1 -0.1391
C 1.5301 -3.6598 -1.7537 0.1 -0.2 0.0 -0.3413
Sb 1.0307 -1.8357 -0.6848 0.1 -0.1 0.2 1.5879
C 2.3051 -2.5187 0.9257 0.0 0.0 0.1 -0.3033
C 1.6177 -3.5269 1.6077 0.1 0.0 0.0 -0.1548
C 2.1360 -4.1329 2.7435 0.0 0.0 0.0 -0.1006
C 3.3750 -3.7292 3.2167 0.0 0.0 0.0 -0.0962
C 4.0697 -2.7352 2.5444 0.0 0.0 0.0 -0.0583
C 3.5561 -2.1123 1.4042 0.0 -0.1 0.0 -0.2850
C 4.3621 -1.0176 0.7623 -0.1 0.0 0.0 -0.0523
C 1.9770 -0.4681 -2.0724 0.1 0.1 0.1 -0.3053
C 2.5825 0.7030 -1.6053 0.0 0.1 -0.2 -0.1388
C 3.0959 1.6532 -2.4802 -0.1 -0.1 0.0 -0.0846
C 2.9898 1.4515 -3.8493 0.0 0.0 0.0 -0.0931
C 2.3300 0.3256 -4.3214 0.0 0.0 0.0 -0.0602
C 1.8040 -0.6351 -3.4550 0.0 0.0 0.0 -0.2965
C 1.0464 -1.7982 -4.0571 0.0 0.1 -0.1 -0.0602
H -1.4699 -5.2512 -1.9745 0.0 0.0 0.0 0.0734
H -1.1582 -3.6767 -1.2234 0.0 0.0 0.0 0.0245
H -0.7987 -5.1612 -0.3477 0.0 0.0 0.0 0.0786
H 0.3379 -6.6835 -2.7284 0.0 0.0 0.0 0.1068
H 2.6158 -6.8716 -3.6504 0.0 0.0 0.0 0.0983
H 4.2299 -5.0061 -3.3466 0.0 0.0 0.0 0.1002
H 3.5290 -2.9691 -2.1566 0.0 0.0 0.0 0.1007
H 0.6421 -3.8509 1.2460 0.0 0.0 0.1 0.0739
H 1.5754 -4.9086 3.2526 0.0 0.0 0.0 0.0966
H 3.7999 -4.1863 4.1025 0.0 0.0 0.0 0.0972
H 5.0431 -2.4239 2.9121 0.0 0.0 0.0 0.1053
H 5.4027 -1.0614 1.0871 0.0 0.0 0.0 0.0753
H 3.9564 -0.0455 1.0506 0.0 0.0 -0.1 0.0740
H 4.3366 -1.0819 -0.3249 0.0 0.0 0.0 0.0650
H 2.6178 0.8950 -0.5435 0.1 -0.1 0.1 0.0650
H 3.5656 2.5494 -2.0891 0.0 0.0 0.0 0.0945
H 3.4003 2.1738 -4.5467 0.0 0.0 0.0 0.1002
H 2.2034 0.1869 -5.3915 0.0 0.0 0.0 0.1077
H 0.6130 -1.5005 -5.0130 0.0 0.0 0.0 0.0766
H 0.2324 -2.1343 -3.4100 0.0 0.0 -0.1 0.0453
H 1.6977 -2.6586 -4.2350 -0.1 0.1 0.0 0.0798
F 1.3398 0.2822 1.0205 -0.1 0.0 -0.1 -0.5000
```
Positions in Å, forces in eV/Å.

Calculated values
total energy = -80074.1705 eV
HOMO level = -6.93 eV
strongest force on any atom = 0.5 eV/A
gap between HOMO and LUMO = 5.790 eV
spin multiplicity = 1